(1)
{
  "formula": "C6H13NO2",
  "method": "the ωB97M-V functional and the def2-TZVPD basis",
  "gap_ev": [8.3, 8.3],
  "elements": ["C", "C", "C", "O", "H", "H", "H", "H", "H", "H", "H", "H", "C", "C", "C", "N", "O", "H", "H", "H", "H", "H"],
  "coordinates": [[-1.88294, 0.01650, -0.20196], [-0.14959, -1.88913, -0.13756], [-1.51772, 1.03404, -1.08680], [-1.96627, 0.30948, 1.11012], [-2.01596, -0.49756, 1.63765], [-2.32555, -0.90953, -0.53787], [-1.88826, 0.91555, -2.10017], [0.74992, -2.46160, 0.05232], [-0.63751, -2.21797, -1.05215], [-0.78385, -2.04720, 0.73484], [-0.19943, 0.96939, -1.22650], [-1.61192, 2.04515, -0.69839], [1.24646, 1.28292, 1.44510], [1.65599, -0.06424, 0.90701], [1.41729, -0.33459, -0.54855], [1.11630, 0.68203, -1.35503], [2.18073, -0.90911, 1.60771], [1.19881, 0.40232, -2.33097], [2.01023, -1.16035, -0.93441], [1.61986, 2.07797, 0.79997], [1.62622, 1.39685, 2.45626], [0.15717, 1.35910, 1.45938]],
  "forces_ev_per_a": [[0.2, 1.0, -0.1], [0.9, 0.3, -0.1], [-1.1, -0.4, 0.4], [0.0, -0.1, -0.4], [0.0, 0.0, -0.1], [0.2, -0.1, 0.1], [0.1, -0.1, 0.0], [0.0, -0.2, 0.0], [0.0, 0.0, -0.1], [-0.1, 0.3, 0.0], [1.4, -0.3, 0.0], [0.2, 0.0, 0.1], [0.0, 0.0, 0.0], [0.0, -0.2, 0.3], [-0.7, -0.8, 0.3], [-1.1, 0.5, -0.3], [-0.1, 0.2, -0.2], [0.1, 0.0, 0.1], [-0.1, 0.1, 0.0], [0.0, 0.0, 0.0], [0.0, 0.0, 0.0], [0.0, 0.0, 0.0]],
  "mulliken_charge": [-0.05, -1.28, -0.85, -0.46, 0.40, 0.48, 0.36, 0.47, 0.28, 0.34, 0.23, 0.32, -1.06, 0.76, -0.30, -0.71, -0.60, 0.29, 0.51, 0.33, 0.36, 0.17]
}

(2)
{
  "formula": "C6H13NO2",
  "method": "the ωB97M-V functional and the def2-TZVPD basis",
  "gap_ev": 8.6,
  "elements": ["C", "C", "C", "C", "C", "C", "N", "O", "O", "H", "H", "H", "H", "H", "H", "H", "H", "H", "H", "H", "H", "H"],
  "coordinates": [[-1.35020, -0.29131, -0.03024], [0.59920, -0.02237, 0.93788], [-1.22890, -1.75872, -0.32749], [0.70518, 2.06490, -1.07513], [1.98213, -0.59271, 0.68297], [0.32242, 0.61134, -1.20234], [-2.28679, 0.07714, 0.88296], [-1.21604, 0.57816, -1.02881], [0.83122, -0.19191, -1.93723], [-2.41723, 1.06718, 1.02275], [-2.44588, -0.51344, 1.68319], [0.09877, -0.66690, 1.66285], [0.61841, 0.97606, 1.37862], [-2.05342, -2.03314, -0.99076], [-0.30115, -1.96060, -0.85737], [-1.28273, -2.35487, 0.58421], [1.78270, 2.13770, -0.94096], [0.43006, 2.54969, -2.01481], [0.18107, 2.57018, -0.27026], [1.92282, -1.48477, 0.05465], [2.63063, 0.11812, 0.16905], [2.47772, -0.87973, 1.61628]],
  "forces_ev_per_a": [[1.3, -0.1, 0.5], [-0.8, -0.3, 0.1], [0.0, 0.1, 0.0], [0.2, -0.2, 0.4], [0.0, 0.0, -0.1], [-1.2, 0.0, -1.0], [0.0, 0.0, 0.0], [0.7, 0.1, -0.6], [-0.3, 0.4, 0.7], [0.1, -0.1, 0.0], [0.0, 0.0, -0.1], [0.0, 0.0, 0.1], [0.0, 0.1, -0.1], [0.0, 0.0, 0.0], [0.0, 0.0, 0.1], [0.0, 0.0, 0.0], [0.0, 0.1, 0.0], [0.0, -0.1, 0.0], [0.0, -0.1, 0.0], [0.0, 0.0, 0.0], [0.0, 0.0, 0.0], [0.0, 0.0, 0.0]],
  "mulliken_charge": [0.68, -0.77, -1.10, -1.13, -0.97, 0.63, -0.40, -0.47, -0.56, 0.24, 0.23, 0.42, 0.36, 0.37, 0.28, 0.35, 0.29, 0.36, 0.33, 0.23, 0.28, 0.34]
}

(3)
{
  "formula": "C6H13NO2",
  "method": "the ωB97M-V functional and the def2-TZVPD basis",
  "gap_ev": 10.9,
  "smiles": "CC(C)C(=O)O.[H]/N=C\\C",
  "elements": ["C", "C", "C", "C", "O", "O", "H", "H", "H", "H", "H", "H", "H", "H", "H", "N", "C", "C", "H", "H", "H", "H"],
  "coordinates": [[-2.11836, -2.10790, 0.37423], [-1.26542, -0.88986, 0.03897], [-2.13314, 0.35581, -0.11633], [-0.24492, -0.70026, 1.14730], [-0.48716, -0.19302, 2.22902], [0.98046, -1.18682, 0.84585], [-1.49234, -2.98743, 0.55908], [-2.80306, -2.34176, -0.44710], [-2.71642, -1.93545, 1.27653], [-0.74910, -1.06148, -0.91196], [-2.85988, 0.22356, -0.92474], [-1.52586, 1.23414, -0.35260], [-2.68482, 0.58029, 0.80300], [1.12718, -1.29927, -0.12183], [2.95072, 0.00365, -1.37637], [1.93120, 0.16004, -1.36176], [1.68652, 1.28822, -0.77143], [2.74816, 2.14579, -0.16402], [0.64782, 1.64095, -0.68795], [2.27878, 3.01311, 0.30802], [3.29072, 1.57485, 0.59363], [3.43894, 2.48279, -0.93950]],
  "forces_ev_per_a": [[-0.1, -0.4, 0.1], [-0.4, 0.4, 0.0], [-0.2, 0.2, 0.0], [0.0, 0.4, 0.5], [0.5, -0.8, -1.4], [0.1, -0.1, 0.4], [-0.1, 0.1, -0.1], [0.1, 0.1, 0.1], [0.1, 0.1, -0.1], [0.1, 0.0, 0.1], [0.1, 0.0, 0.1], [-0.1, -0.1, 0.0], [0.2, -0.1, -0.1], [-0.4, 0.3, 0.7], [-0.4, 0.0, 0.1], [-0.3, 1.7, 0.6], [0.5, -1.7, -0.9], [-0.3, 0.4, 0.1], [0.3, -0.4, -0.1], [0.3, 0.0, 0.0], [0.0, 0.1, -0.1], [0.0, 0.0, 0.1]],
  "mulliken_charge": [-1.61, 0.98, -1.46, 0.28, -0.59, -0.50, 0.36, 0.41, 0.35, 0.39, 0.40, 0.26, 0.30, 0.40, 0.19, -0.71, 0.64, -1.21, 0.12, 0.34, 0.32, 0.34]
}

(4)
{
  "formula": "C6H13NO2Si",
  "method": "the ωB97M-V functional and the def2-TZVPD basis",
  "gap_ev": 9.5,
  "elements": ["C", "C", "C", "C", "C", "C", "N", "O", "O", "Si", "H", "H", "H", "H", "H", "H", "H", "H", "H", "H", "H", "H", "H"],
  "coordinates": [[0.05634, 2.47904, 1.85535], [-0.62049, 1.30631, 1.49046], [-1.33443, 1.62412, -1.02755], [-0.30864, -1.85304, 1.12439], [2.22625, -0.71069, -0.06051], [-0.14622, -1.30518, -2.07227], [-0.55643, 0.72531, -0.25526], [0.03792, 3.64165, 1.98120], [0.71683, 1.37674, 2.05985], [0.25485, -0.84551, -0.30868], [-1.30003, 0.76700, 2.09850], [-2.41732, 1.57086, -0.63260], [-0.80077, 2.61855, -0.97563], [-1.22106, 1.33511, -2.14788], [-1.20411, -2.49406, 0.93222], [0.42830, -2.57616, 1.40628], [-0.63011, -1.04872, 1.91479], [2.74278, -1.65099, 0.10942], [2.56250, -0.21088, -0.94990], [2.40984, -0.25748, 0.81410], [-1.13729, -0.91281, -2.38712], [0.59598, -1.20027, -2.83772], [-0.35470, -2.37890, -2.13144]],
  "forces_ev_per_a": [[-1.6, 0.9, -0.6], [0.0, -2.5, -5.2], [0.0, 0.3, -1.3], [-2.4, 0.6, 0.6], [-2.8, -2.1, -2.6], [-1.4, -1.4, 0.1], [0.9, 0.0, 5.7], [0.9, 1.4, 0.4], [1.8, -0.7, 0.8], [1.5, 1.5, -0.7], [-0.8, -0.3, 0.3], [1.4, 0.7, -1.2], [-1.4, -0.5, 0.0], [-0.7, 0.3, 1.8], [0.3, 0.8, 0.0], [0.7, 0.0, 0.8], [1.0, -2.1, -1.0], [-0.2, -0.5, -0.7], [0.7, 0.4, -0.1], [0.7, 2.5, 3.0], [0.8, 0.2, 0.1], [0.5, 0.7, -0.3], [0.1, -0.3, 0.3]],
  "mulliken_charge": [0.75, -0.65, -0.87, -0.88, -1.17, -1.23, 0.18, -0.50, -0.32, 0.34, 0.55, 0.26, 0.31, 0.31, 0.32, 0.38, 0.14, 0.39, 0.26, 0.41, 0.34, 0.35, 0.35]
}

(5)
{
  "formula": "C6H13NO3",
  "method": "the ωB97M-V functional and the def2-TZVPD basis",
  "gap_ev": 8.6,
  "elements": ["C", "C", "C", "C", "C", "N", "O", "H", "H", "H", "H", "H", "H", "H", "H", "H", "H", "C", "O", "H", "H", "O", "H"],
  "coordinates": [[-0.84230, -2.05121, 0.17256], [-0.89441, -0.63786, -0.37675], [0.45698, -0.02937, -0.72459], [1.48103, -0.06022, 0.40030], [2.78541, 0.62539, 0.03515], [3.67669, 0.73154, 1.04169], [3.02671, 1.04185, -1.09463], [-1.85089, -2.47991, 0.23275], [-0.23695, -2.68019, -0.49448], [-0.39268, -2.07452, 1.17406], [0.84787, -0.57496, -1.59510], [0.29330, 1.00651, -1.05397], [1.08021, 0.40626, 1.31231], [1.73381, -1.09726, 0.67116], [3.50586, 0.32816, 1.95142], [4.61595, 1.04855, 0.84448], [-1.52606, -0.61114, -1.27615], [-2.73927, 0.67095, 0.34425], [-1.53573, 0.21960, 0.60363], [-3.72941, 0.66921, -1.05738], [-3.02230, 1.28982, 1.21914], [-3.36569, 1.72657, -1.42669], [-3.36811, 2.53224, -0.90317]],
  "forces_ev_per_a": [[0.0, -0.1, 0.1], [-0.2, -0.3, -0.4], [0.0, 0.1, -0.2], [-0.1, -0.1, 0.3], [-0.1, 0.3, -1.4], [0.6, -0.1, 0.8], [-0.2, -0.3, 0.9], [0.2, 0.1, 0.0], [-0.2, 0.1, 0.2], [-0.1, 0.0, -0.2], [0.0, 0.2, 0.2], [0.1, -0.3, 0.1], [0.0, -0.1, -0.2], [-0.1, 0.2, -0.1], [0.0, 0.1, -0.3], [-0.3, 0.0, -0.1], [0.1, 0.0, 0.2], [-0.5, -3.7, 1.3], [-0.1, 1.4, -0.2], [1.7, 4.2, 0.7], [0.3, 0.5, -0.5], [-0.3, -2.0, -1.5], [-0.9, -0.4, 0.4]],
  "mulliken_charge": [-1.55, 0.49, -0.76, -0.52, 0.41, -0.36, -0.63, 0.44, 0.32, 0.35, 0.35, 0.32, 0.33, 0.28, 0.20, 0.25, 0.48, -0.65, -0.18, 0.54, 0.22, -0.63, 0.29]
}

Number 1: energy -12013.1279 eV. Number 2: energy -12015.4518 eV. Number 3: energy -12017.8203 eV. Number 4: energy -19892.5881 eV. Number 5: energy -14061.6418 eV.